Here is a molecular structure, C44H42AsBrN2PtS2 at a distorted geometry from the OMol25 dataset. Energies are from ωB97M-V/def2-TZVPD.

Structure (XYZ):
```
93
Properties=species:S:1:pos:R:3:forces:R:3:lowdin_charge:R:1
Pt 1.0015 -0.3815 -0.2349 -0.40 -0.26 -1.02 0.460
S -0.4007 0.9741 0.9433 -0.08 0.90 -0.20 0.634
C -1.7716 0.3536 -0.0866 -0.15 0.23 -0.23 -0.763
N -3.0793 0.3685 0.5157 0.05 -0.35 0.08 -0.098
C -4.1576 0.8945 -0.2947 0.00 0.29 0.13 -0.117
C -3.7707 2.2756 -0.8407 0.10 -0.03 -0.09 -0.050
N -2.6374 2.0227 -1.7519 0.31 0.17 0.09 -0.064
C -2.5804 2.5965 -3.0927 0.09 0.05 0.09 -0.089
C -1.6391 3.7799 -3.1496 0.03 -0.07 -0.09 -0.196
C -2.0368 4.9623 -3.7561 0.00 0.04 0.02 -0.047
C -1.1516 6.0284 -3.8607 -0.03 -0.01 -0.01 -0.084
C 0.1336 5.9131 -3.3573 0.04 0.00 0.01 -0.083
C 0.5345 4.7328 -2.7426 0.00 -0.01 -0.01 -0.056
C -0.3466 3.6694 -2.6394 0.01 0.03 0.00 -0.016
C -1.8285 1.0593 -1.4200 -0.80 -0.66 -0.03 -0.520
S -1.0839 -0.1041 -2.4117 0.05 0.10 -0.10 1.020
C -3.2631 0.4673 1.9621 0.05 -0.19 0.09 -0.159
C -3.7161 1.8243 2.4623 -0.03 0.07 -0.13 -0.221
C -5.0527 2.0338 2.7841 -0.02 -0.04 0.05 -0.059
C -5.5128 3.2885 3.1626 0.01 0.02 -0.01 -0.084
C -4.6306 4.3554 3.2280 0.01 0.00 0.01 -0.092
C -3.2887 4.1549 2.9278 -0.02 0.04 0.01 -0.078
C -2.8351 2.9018 2.5480 0.01 -0.05 0.02 -0.058
H -5.0528 0.9751 0.3192 0.01 0.00 -0.01 0.121
H -4.3878 0.2307 -1.1344 0.02 -0.02 0.00 0.137
H -3.4936 2.9473 -0.0283 0.04 0.02 -0.03 0.126
H -4.5499 2.7469 -1.4396 -0.07 -0.07 0.03 0.130
H -3.5920 2.8727 -3.3879 0.03 0.07 -0.01 0.127
H -2.2397 1.8074 -3.7718 -0.04 0.01 0.00 0.110
H -3.0432 5.0563 -4.1479 0.00 -0.01 -0.01 0.109
H -1.4700 6.9473 -4.3355 0.00 0.00 0.00 0.102
H 0.8263 6.7401 -3.4436 -0.01 0.01 0.01 0.103
H 1.5364 4.6280 -2.3458 0.01 0.01 0.00 0.102
H -0.0057 2.7593 -2.1566 -0.01 -0.01 0.01 0.101
H -2.3174 0.1964 2.4288 -0.01 -0.01 0.00 0.080
H -4.0040 -0.2800 2.2659 0.00 0.00 -0.01 0.123
H -5.7442 1.1983 2.7451 -0.01 0.00 -0.02 0.111
H -6.5587 3.4319 3.4021 0.00 -0.01 0.01 0.101
H -4.9827 5.3366 3.5188 0.00 0.00 0.00 0.100
H -2.5923 4.9817 2.9866 0.01 0.00 0.01 0.105
H -1.7899 2.7566 2.3048 0.01 0.00 -0.02 0.057
Br 1.9361 -1.8636 -2.1252 0.07 0.23 -0.06 0.848
C 3.0641 -0.4699 -2.8068 0.07 -0.01 -0.02 -0.539
C 3.6975 -0.7027 -3.9887 -0.02 0.04 -0.03 -0.137
C 4.5625 0.2888 -4.4985 -0.01 -0.03 0.01 -0.086
C 4.7539 1.4419 -3.7986 -0.03 0.01 0.02 -0.041
C 4.1037 1.6735 -2.5589 0.08 0.06 -0.02 -0.176
C 4.3536 2.8588 -1.8288 -0.05 -0.01 0.01 -0.066
C 3.7397 3.0478 -0.6236 0.03 0.05 -0.05 -0.102
C 2.8368 2.0927 -0.1181 -0.14 -0.05 0.04 -0.159
C 2.5222 0.9208 -0.7767 0.30 -0.07 0.42 -0.316
C 3.2104 0.7035 -2.0234 -0.04 -0.08 0.03 -0.231
H 3.5340 -1.6231 -4.5320 0.02 -0.02 0.02 0.096
H 5.0753 0.1170 -5.4355 -0.02 0.01 -0.02 0.102
H 5.4158 2.2103 -4.1799 0.02 -0.01 0.01 0.110
H 5.0373 3.5930 -2.2376 0.02 0.00 0.01 0.104
H 3.9447 3.9434 -0.0480 -0.02 0.01 0.00 0.099
H 2.3470 2.3044 0.8268 0.02 0.02 0.01 0.068
C -1.0347 -0.8936 -0.7316 0.65 -0.17 0.81 -0.654
C -1.5188 -2.2684 -0.5574 -0.36 0.13 -0.15 -0.281
C -1.6249 -3.1741 -1.6114 -0.01 -0.06 0.00 -0.072
C -2.0878 -4.4666 -1.3943 0.05 0.01 0.02 -0.089
C -2.4671 -4.8714 -0.1251 -0.01 -0.01 0.01 -0.101
C -2.3559 -3.9762 0.9354 0.00 -0.04 -0.01 -0.092
C -1.8802 -2.6959 0.7272 0.01 0.01 -0.05 -0.059
H -1.3368 -2.8760 -2.6137 -0.03 0.03 0.00 0.086
H -2.1518 -5.1560 -2.2268 -0.02 0.00 0.00 0.101
H -2.8431 -5.8721 0.0413 0.02 -0.01 0.01 0.097
H -2.6344 -4.2866 1.9351 0.00 0.00 0.01 0.105
H -1.7483 -2.0199 1.5639 -0.05 0.02 0.00 0.109
C 2.5623 -0.9978 3.1543 -0.02 -0.01 0.00 -0.301
As 1.9775 -1.9654 1.5615 0.30 -0.40 0.30 1.047
C 3.7310 -2.6663 1.0475 -0.02 0.04 -0.02 -0.308
C 1.1765 -3.5719 2.4537 -0.01 0.04 0.02 -0.311
C 2.1373 -4.6723 2.7498 -0.01 0.00 0.07 -0.326
C 2.7935 -4.7438 3.9776 0.02 0.02 -0.01 -0.062
C 3.7141 -5.7484 4.2387 0.01 0.01 0.00 -0.090
C 3.9942 -6.7062 3.2751 0.00 -0.01 0.00 -0.101
C 3.3458 -6.6477 2.0488 0.01 0.00 0.00 -0.087
C 2.4293 -5.6410 1.7905 -0.02 -0.01 -0.02 -0.065
H 3.1582 -1.6336 3.8099 0.00 0.00 0.00 0.019
H 1.6927 -0.6216 3.6930 0.00 0.01 -0.01 0.020
H 3.1623 -0.1504 2.8223 0.00 0.01 0.02 0.021
H 4.2556 -3.1225 1.8864 -0.01 0.01 0.01 0.027
H 4.2979 -1.8154 0.6668 0.02 -0.02 -0.01 0.024
H 3.6250 -3.4002 0.2499 0.01 0.01 -0.01 0.008
H 0.3732 -3.9084 1.7985 0.04 -0.03 0.00 0.044
H 0.7247 -3.1934 3.3732 -0.05 0.00 -0.03 0.074
H 2.5751 -4.0033 4.7390 -0.01 -0.01 0.01 0.107
H 4.2099 -5.7849 5.2006 0.00 -0.01 0.00 0.100
H 4.7059 -7.4953 3.4796 0.01 0.00 0.00 0.097
H 3.5536 -7.3918 1.2903 0.00 0.00 0.00 0.100
H 1.9282 -5.6015 0.8291 -0.02 0.00 0.01 0.115
```
Positions in Å, forces in eV/Å.

The HOMO-LUMO gap is 5.784 eV. The energy relative to the best compared isomer or geometry (same formula, charge and spin) comes out at 36.51 kcal per mole. As for the charge: 0. The calculation puts the strongest force on any atom at 0.0219 Eh/bohr.


Here is a molecular structure, C3H5N5 at a distorted geometry from the OMol25 dataset. Energies are from ωB97M-V/def2-TZVPD.

Structure (XYZ):
```
13
Properties=species:S:1:pos:R:3:forces:R:3:lowdin_charge:R:1
C 0.7539 -0.1480 0.2847 5.60 4.37 5.99 -0.429
C 0.1470 1.3781 -0.0873 4.24 1.35 -2.33 -0.058
C -0.5810 -0.4445 0.3917 -6.22 -2.72 -1.06 -0.343
H 0.8872 -1.8495 -0.8104 4.35 3.19 1.44 0.238
H 2.6841 -0.9556 -0.0281 -3.39 -0.68 -1.22 0.138
H 1.2179 0.1085 1.3862 -1.05 -0.76 -2.04 0.184
H 0.3495 2.2724 0.5671 -0.10 -0.96 -0.79 0.125
H 0.5081 1.4859 -1.1664 -0.97 0.41 1.35 0.141
N 1.6518 -0.8999 -0.4167 -0.73 -3.98 -2.29 0.007
N -1.0687 0.7527 0.0985 -4.91 -3.90 0.45 -0.047
N -2.4318 0.5137 -0.2707 0.71 0.43 -0.12 0.063
N -2.5893 -0.7730 -0.1775 -0.49 1.84 0.41 -0.080
N -1.5288 -1.4407 0.2290 2.95 1.40 0.20 0.061
```
Positions in Å, forces in eV/Å.

The HOMO-LUMO gap is 9.411 eV. The energy relative to the best compared isomer or geometry (same formula, charge and spin) comes out at 147.06 kcal per mole. As for the charge: 0. The calculation puts the strongest force on any atom at 0.1807 Eh/bohr.


Here is a molecular structure, C47H56GeNS2SbW at a distorted geometry from the OMol25 dataset. Energies are from ωB97M-V/def2-TZVPD.

Structure (XYZ):
```
109
Properties=species:S:1:pos:R:3:forces:R:3:mulliken_spin:R:1
W 0.5908 -0.9501 0.5905 -1.08 -0.69 1.52 1.108
C 4.9319 0.0067 5.0826 -0.54 -1.06 1.37 0.000
C 3.7890 1.0999 5.0839 1.38 0.70 1.24 0.000
C 3.9223 1.9598 6.4206 0.72 -0.66 0.05 0.001
C 4.1014 1.9564 3.8739 0.47 0.93 -1.11 -0.007
C 2.4325 0.4417 5.0035 -0.41 -0.87 1.65 0.005
C 1.7395 -0.0329 6.1847 0.27 1.04 -0.51 -0.004
C 0.5773 -0.7834 6.0921 -0.34 -0.59 3.11 0.002
C 0.0802 -1.1783 4.8737 0.07 -0.09 -2.40 0.001
S -1.1190 -2.4570 4.4525 0.45 1.31 -0.66 0.019
C -0.9044 -2.1926 2.7718 2.68 1.96 0.94 0.012
N 0.1389 -1.2234 2.5431 -1.68 -1.29 0.00 0.062
C 0.6860 -0.6614 3.6853 0.12 -0.56 2.24 -0.054
C 1.8673 0.1446 3.8036 -1.45 -1.12 -2.17 0.036
C -1.1878 -3.0529 1.6242 0.00 0.46 0.69 0.025
C -1.9816 -4.1873 1.6707 -0.31 0.05 -0.43 0.000
C -1.7786 -5.2040 0.7620 -0.02 0.47 0.52 0.007
C -0.6808 -5.1301 -0.0644 0.93 -1.91 -1.46 0.003
C 0.1498 -4.0230 -0.1241 -1.25 0.60 0.71 0.034
C -0.2351 -2.8781 0.6198 1.53 -1.37 -1.51 -0.113
H 5.9792 0.4026 5.1319 -1.13 0.00 0.05 0.000
H 4.8478 -0.6026 4.1771 0.03 0.10 -0.04 0.000
H 4.7814 -0.7324 5.9490 0.32 1.14 -1.08 0.000
H 4.9250 2.4447 6.5385 -0.86 -0.31 -0.58 0.000
H 3.8682 1.3183 7.3103 0.05 -0.13 -0.31 0.000
H 3.1416 2.6991 6.5890 -0.05 0.18 -0.49 0.000
H 5.0415 2.5017 4.0475 -0.19 -0.30 0.02 0.001
H 3.3901 2.7503 3.5971 -0.20 -0.35 0.38 0.000
H 4.2801 1.3635 2.9467 -0.14 0.15 0.60 0.013
H 2.1131 0.3064 7.1723 -0.40 -0.59 -0.79 0.000
H 0.0735 -1.1258 7.0700 0.86 0.55 -1.71 0.000
H 2.3476 0.3765 2.8460 -0.05 0.29 0.57 0.039
H -2.7866 -4.2932 2.3547 -0.38 0.03 0.86 0.000
H -2.4010 -6.0675 0.8486 -0.22 -0.48 -0.31 0.000
H -0.4098 -6.0130 -0.7166 -0.36 1.02 0.91 0.000
H 1.0642 -4.1383 -0.6720 0.21 0.56 -0.54 -0.001
C -5.9732 2.9046 0.6305 0.68 0.19 1.41 0.000
C -4.9970 1.7122 0.3751 -0.66 0.40 1.56 -0.003
C -3.5594 2.0272 0.8846 -0.99 -0.51 -1.11 -0.003
C -2.6235 0.8080 0.9673 0.72 -0.24 0.78 -0.015
Ge -0.7300 1.1465 0.3575 -1.96 2.21 -0.23 0.091
C -0.0585 2.6198 1.4799 0.47 0.02 2.18 -0.038
C -0.3193 4.0793 1.0112 1.00 -0.26 -2.17 -0.002
C -0.7590 5.0895 2.0800 -0.19 -1.40 0.11 -0.003
C -1.2622 6.4038 1.5434 0.12 0.37 0.89 -0.002
H -7.0181 2.6153 0.7197 0.05 -0.37 -0.08 0.000
H -5.9507 3.6502 -0.1424 0.28 0.44 -0.36 0.000
H -5.7297 3.4216 1.6286 -0.22 -0.75 -1.47 0.000
H -5.0208 1.3662 -0.6448 0.26 0.19 -0.72 0.004
H -5.4256 0.8737 0.9143 0.16 -0.32 0.40 0.001
H -3.6340 2.5504 1.8183 0.04 -0.06 0.73 -0.001
H -3.2460 2.8000 0.2027 0.81 0.25 -0.42 -0.001
H -2.8765 -0.0160 0.3422 -0.97 -0.52 -1.00 0.004
H -2.6654 0.2951 1.9659 0.34 0.83 -0.53 0.000
H -0.7135 1.9054 -1.0067 -0.28 -0.54 -0.13 0.040
H 1.0137 2.4352 1.7036 -0.53 0.38 0.04 0.006
H -0.6029 2.4783 2.4532 0.50 -0.15 -0.67 -0.001
H -1.0140 4.0836 0.1250 0.19 0.05 0.95 -0.002
H 0.6482 4.3802 0.5203 -0.79 0.14 0.50 0.000
H 0.0169 5.2187 2.8217 0.48 0.17 0.07 0.000
H -1.5625 4.6360 2.6612 -0.26 -0.25 -0.07 0.000
H -0.4307 7.0626 1.3057 -0.01 0.19 0.00 0.000
H -1.8558 6.8471 2.3900 0.31 -0.02 -1.31 0.000
H -1.8102 6.2389 0.6192 -0.50 0.23 0.17 0.000
S 3.9474 -0.0526 0.3215 -2.53 -0.83 0.40 0.641
C 2.4460 -0.5290 0.4896 4.08 0.80 -0.96 0.092
C -2.8047 -3.1472 -2.4789 -0.53 0.58 -1.24 0.002
C -3.0030 -1.7698 -3.0512 -1.38 -0.46 0.81 0.052
C -4.3267 -1.4880 -3.5461 -0.94 -0.21 -0.88 0.126
C -4.6706 -0.2431 -4.0145 -0.55 -0.06 -0.51 0.065
C -3.7173 0.8282 -4.0079 -0.37 -1.34 0.64 0.223
C -2.4507 0.5995 -3.4064 0.51 -2.52 0.28 0.204
C -2.1019 -0.6981 -2.9742 1.47 0.83 0.33 0.195
Sb -0.0286 -1.1134 -2.1514 1.24 1.39 -2.91 -0.021
C 1.0389 -2.7300 -3.3102 -1.60 -0.07 0.35 -0.003
C 0.1966 -3.7756 -3.7742 -0.33 1.39 0.40 0.011
C 0.7211 -4.9418 -4.2021 1.50 -1.94 0.16 0.005
C 2.1263 -5.1467 -4.2257 -0.61 1.30 -0.34 0.000
C 2.9412 -4.0708 -3.9132 0.02 0.40 0.22 0.001
C 2.4155 -2.8361 -3.3809 0.56 -1.00 -0.19 -0.027
C 3.3771 -1.8375 -2.8088 1.50 0.76 -0.02 0.067
C 0.9823 0.5381 -3.2776 -0.28 -1.18 1.99 -0.024
C 1.8329 1.3310 -2.4667 -0.90 -0.30 -1.67 0.058
C 2.7639 2.0971 -3.1085 0.91 1.26 0.61 -0.012
C 2.9902 2.0418 -4.4972 -0.91 -0.35 2.01 0.002
C 2.1646 1.2385 -5.2105 -0.51 -0.71 -1.39 0.003
C 1.1255 0.4720 -4.6497 -0.74 0.34 -0.48 -0.003
C 0.1228 -0.1465 -5.6221 0.38 -0.65 -1.68 -0.003
H -2.9471 -3.9366 -3.2428 -0.14 0.41 0.20 0.035
H -3.4831 -3.3743 -1.6721 -0.73 0.17 0.22 0.030
H -1.8477 -3.2640 -2.0782 1.63 -0.22 0.63 -0.013
H -5.0503 -2.3411 -3.6053 0.65 1.00 0.09 -0.005
H -5.6735 -0.1039 -4.4673 0.80 0.07 0.46 0.006
H -3.9193 1.7920 -4.4318 -0.27 0.28 -0.22 -0.004
H -1.7091 1.3607 -3.3966 0.46 0.66 0.14 0.027
H -0.8825 -3.6419 -3.8109 0.42 -0.07 0.06 0.001
H 0.1256 -5.8266 -4.3844 -0.39 0.28 -0.42 0.000
H 2.5262 -6.0800 -4.6046 0.07 0.08 0.20 0.000
H 4.0297 -4.1672 -4.0392 -0.53 0.13 0.20 0.000
H 4.3783 -1.7244 -3.3572 -1.61 -0.37 0.38 -0.003
H 3.6886 -2.1580 -1.8019 -0.18 -0.04 -0.17 0.000
H 2.9640 -0.8183 -2.7088 0.13 -0.56 -0.17 -0.014
H 1.7060 1.4605 -1.4074 -0.15 -0.20 0.26 0.015
H 3.2534 2.8114 -2.4398 0.42 -0.14 -0.62 0.002
H 3.7057 2.6336 -4.9877 0.91 0.67 -0.36 0.000
H 2.3053 1.2072 -6.2908 -0.18 -0.07 0.14 0.000
H -0.5634 0.6120 -6.0690 0.76 -0.11 0.32 0.000
H -0.5862 -0.9187 -5.2938 0.58 0.02 0.56 0.001
H 0.6748 -0.6209 -6.5111 -0.74 0.75 1.27 0.000
```
Positions in Å, forces in eV/Å.

The HOMO-LUMO gap (alpha / beta) is 5.074 / 3.585 eV. Its spin multiplicity is 4. The energy relative to the best compared isomer or geometry (same formula, charge and spin) comes out at 17.88 kcal per mole. As for the charge: +3. The calculation puts the strongest force on any atom at 0.0830 Eh/bohr.


Please write out number 2 again, unchanged.
Here is a molecular structure, C3H5N5 at a distorted geometry from the OMol25 dataset. Energies are from ωB97M-V/def2-TZVPD.

Structure (XYZ):
```
13
Properties=species:S:1:pos:R:3:forces:R:3:lowdin_charge:R:1
C 0.7539 -0.1480 0.2847 5.60 4.37 5.99 -0.429
C 0.1470 1.3781 -0.0873 4.24 1.35 -2.33 -0.058
C -0.5810 -0.4445 0.3917 -6.22 -2.72 -1.06 -0.343
H 0.8872 -1.8495 -0.8104 4.35 3.19 1.44 0.238
H 2.6841 -0.9556 -0.0281 -3.39 -0.68 -1.22 0.138
H 1.2179 0.1085 1.3862 -1.05 -0.76 -2.04 0.184
H 0.3495 2.2724 0.5671 -0.10 -0.96 -0.79 0.125
H 0.5081 1.4859 -1.1664 -0.97 0.41 1.35 0.141
N 1.6518 -0.8999 -0.4167 -0.73 -3.98 -2.29 0.007
N -1.0687 0.7527 0.0985 -4.91 -3.90 0.45 -0.047
N -2.4318 0.5137 -0.2707 0.71 0.43 -0.12 0.063
N -2.5893 -0.7730 -0.1775 -0.49 1.84 0.41 -0.080
N -1.5288 -1.4407 0.2290 2.95 1.40 0.20 0.061
```
Positions in Å, forces in eV/Å.

The HOMO-LUMO gap is 9.411 eV. The energy relative to the best compared isomer or geometry (same formula, charge and spin) comes out at 147.06 kcal per mole. As for the charge: 0. The calculation puts the strongest force on any atom at 0.1807 Eh/bohr.